(1)
The following is a quantum chemistry calculation of a structure of composition C32H55NP2PdSi, from OMol25.

XYZ file:
```
92
Properties=species:S:1:pos:R:3
Pd 2.2345 -0.6900 -2.0121
C 0.6847 2.6756 2.5474
C 0.7225 3.1867 1.2261
C -1.4878 2.9287 1.8393
C -0.6786 2.4846 2.9076
C -0.6220 3.3906 0.8135
C 1.8368 2.2963 3.4023
H 2.7877 2.5794 2.9395
H 1.8636 1.2083 3.5869
H 1.7933 2.7839 4.3877
C -1.1941 1.9728 4.1958
H -0.3931 1.9041 4.9377
H -1.6493 0.9782 4.0925
H -1.9653 2.6478 4.5903
C -2.9745 2.9652 1.8436
H -3.3184 3.3728 2.8093
H -3.3932 1.9507 1.7193
H -3.3317 3.6049 1.0208
C -1.0479 3.8998 -0.5009
H -1.7024 4.7737 -0.4162
H -1.6271 3.1643 -1.0811
H -0.1992 4.1869 -1.1285
C 1.9343 3.5054 0.4217
H 2.1581 4.5894 0.4145
H 1.7649 3.1762 -0.6162
H 2.7991 2.9663 0.8353
C 2.4771 -2.6479 -1.7966
C 3.5214 -1.9445 -0.9317
C 4.7182 -1.1557 -1.4785
C 4.6988 -0.6532 -3.0090
C 3.3977 -0.0593 -3.4946
C 2.2812 -0.8585 -3.9989
C 2.4117 -2.3062 -4.3898
C 2.8179 -3.2460 -3.1329
H 5.5169 -1.9005 -1.3412
H 5.0761 -1.4719 -3.6271
H 4.9150 -0.2819 -0.8075
H 3.8995 -3.4858 -3.2285
H 1.5479 -3.0167 -1.2802
H 3.8040 -2.6329 -0.0569
H 2.2254 -4.1713 -3.2925
H 1.4326 -2.6410 -4.7603
H 1.4866 -0.2783 -4.4994
H 3.1277 -2.4341 -5.2172
H 5.4670 0.1267 -3.0128
H 3.3574 1.0402 -3.7411
P 2.9956 -1.3838 1.1140
C 2.7421 -2.8294 2.1944
C 4.1519 -0.0930 1.6414
P -1.9607 1.4817 -2.7897
C 1.6314 -0.6781 0.2163
C -0.6109 1.9784 -3.9594
C -1.7468 -0.3110 -3.1865
H 1.7224 -3.2074 2.0451
H 2.9011 -2.6262 3.2657
H 3.4330 -3.6355 1.9045
H 4.0004 0.8084 1.0268
H 5.1798 -0.4422 1.4728
H 4.0464 0.2013 2.7000
H -0.7927 -0.6453 -3.6654
H -2.5993 -0.3556 -3.9158
H -1.9920 -1.0934 -2.4488
H 1.4059 0.3927 0.2427
H 0.7612 -1.3403 0.2217
H -0.6694 3.0883 -4.0518
H -0.9568 1.6367 -4.9597
H 0.4538 1.6336 -3.7969
C -0.9338 -1.5085 3.1340
Si -2.4986 -2.0468 2.2402
C -2.2534 -3.7374 1.4620
C -3.9221 -2.1223 3.4618
N -2.8406 -0.8856 1.0216
C -3.7912 -0.4375 0.2318
C -5.0761 -1.0305 0.0317
C -5.9879 -0.4947 -0.8595
C -5.6458 0.6204 -1.6296
C -4.4037 1.2288 -1.4841
C -3.5147 0.7539 -0.5170
H -1.1509 -1.1753 4.1579
H -0.4479 -0.6756 2.6089
H -0.2053 -2.3272 3.2119
H -2.5016 -4.5407 2.1709
H -2.9042 -3.8486 0.5836
H -1.2183 -3.8889 1.1269
H -3.7249 -1.4932 4.3398
H -4.8513 -1.7625 3.0007
H -4.0922 -3.1492 3.8117
H -5.2903 -1.9142 0.6239
H -6.9719 -0.9544 -0.9415
H -6.3644 1.0100 -2.3431
H -4.1027 2.0579 -2.1401
H -2.5772 1.2585 -0.2552
```

**2S+1**: 5
**Electronic energy**: -2406.168652 a.u.
**HOMO energy (spin up / spin down)**: -10.931 / -10.820 eV
**Relative energy (zero: lowest compared OMol25 entry of this formula, charge and spin)**: 352.5 kJ/mol
**Expectation value of S²**: 6.018
**Gap between HOMO and LUMO (spin up / spin down)**: 0.14212 / 0.11325 hartree
**Net charge**: +2
**LUMO (spin up / spin down)**: -7.064 / -7.738 eV


(2)
The following is a quantum chemistry calculation of a cluster of 10 separate species, C32H56Br4O5 in total, from OMol25.

XYZ file:
```
97
Properties=species:S:1:pos:R:3
C 7.5769 1.6381 -7.0777
C 6.5571 2.4122 -6.5184
C 6.8480 3.5568 -5.7637
C 8.2205 3.8376 -5.4484
C 9.2191 3.1100 -5.9775
C 8.8876 2.0070 -6.7756
H 7.2780 0.8769 -7.7831
H 5.5309 2.1475 -6.7264
H 5.9819 4.0415 -5.3379
H 8.4748 4.6303 -4.7605
H 10.2464 3.3767 -5.7776
H 9.6553 1.3588 -7.1716
C -5.4644 7.9017 -1.9582
C -6.6072 7.5516 -2.6456
C -7.3440 8.4587 -3.3184
C -6.9756 9.8354 -3.2935
C -5.8302 10.2439 -2.5985
C -5.0776 9.3167 -1.9278
H -4.6938 7.1923 -1.6949
H -6.7897 6.4954 -2.7780
H -8.2183 8.1801 -3.8880
H -7.3649 10.6049 -3.9437
H -5.3717 11.2208 -2.6392
H -4.2361 9.6855 -1.3601
C 0.4991 2.7645 -0.8546
C -0.4616 2.4219 0.0588
C -0.3250 1.4052 0.9944
C 0.8719 0.7320 1.0690
C 1.8325 0.9715 0.0423
C 1.6415 1.9685 -0.9048
H 0.3579 3.5093 -1.6238
H -1.3662 2.9773 -0.1406
H -1.0414 1.1918 1.7739
H 1.0040 -0.0172 1.8356
H 2.7584 0.4252 0.1457
H 2.4759 2.3955 -1.4413
Br 2.1190 -1.8349 8.7859
C 3.1499 -1.9203 10.4579
C 2.1807 -2.4132 11.5604
Br 3.3875 -2.6731 13.2145
H 3.6377 -0.9784 10.7088
H 3.9470 -2.6228 10.2141
H 1.7635 -3.4000 11.3596
H 1.3819 -1.6915 11.7312
Br -6.2710 3.3727 3.3629
C -7.4746 2.5095 2.0878
C -8.2347 1.3999 2.8469
Br -9.4302 0.5975 1.4871
H -6.8483 2.0924 1.2992
H -8.1618 3.2479 1.6747
H -8.8571 1.7791 3.6575
H -7.5773 0.6371 3.2640
C -0.3357 -0.9379 -7.0849
C -0.9727 -0.4030 -5.8253
O -2.2407 -1.1040 -5.8158
H -0.1185 -2.0059 -7.0668
H 0.6728 -0.5270 -7.0364
H -0.8787 -0.5634 -7.9527
H -1.1448 0.6726 -5.7850
H -0.2683 -0.6880 -5.0438
H -2.0507 -2.0338 -5.6713
C -4.3914 -2.6305 6.8634
C -4.9168 -4.0870 6.6454
O -5.7000 -4.1798 5.3975
H -5.2261 -1.9577 7.0600
H -3.7937 -2.1780 6.0721
H -3.8224 -2.7549 7.7847
H -5.5763 -4.4181 7.4476
H -4.1840 -4.8889 6.5558
H -5.1873 -4.3410 4.6020
C 2.4030 -5.7116 0.0150
C 2.2853 -6.0683 1.5037
O 3.6143 -6.2778 1.8499
H 3.1161 -6.3249 -0.5359
H 2.7930 -4.6996 0.1241
H 1.4305 -5.6332 -0.4711
H 1.7370 -6.9559 1.8195
H 1.9596 -5.2379 2.1302
H 3.9070 -7.1662 1.6338
C -5.9585 -3.8450 -1.5849
C -4.5295 -3.7465 -0.9579
O -4.5362 -4.6908 0.0922
H -6.0705 -3.0327 -2.3030
H -6.7077 -3.6603 -0.8150
H -6.1248 -4.8088 -2.0661
H -4.2314 -2.7544 -0.6189
H -3.7293 -4.0056 -1.6512
H -4.4795 -5.5444 -0.3435
C 9.6825 -3.4148 0.9891
C 9.5275 -2.9724 -0.4850
O 9.4666 -3.9908 -1.4315
H 9.7074 -2.6367 1.7521
H 10.5106 -4.1166 1.0883
H 8.8541 -4.0680 1.2634
H 10.1695 -2.1624 -0.8312
H 8.6039 -2.3960 -0.5387
H 9.2729 -3.5803 -2.2774
```

**Electronic energy**: -11924.963796 a.u.
**HOMO energy**: -9.103 eV
**Relative energy (zero: lowest compared OMol25 entry of this formula, charge and spin)**: 320.2 kJ/mol
**Gap between HOMO and LUMO**: 0.34108 hartree
**LUMO**: 0.178 eV


(3)
The following is a quantum chemistry calculation of a structure of composition C32H56CoN2O3P2, from OMol25.

XYZ file:
```
96
Properties=species:S:1:pos:R:3
Co -0.1718 0.3583 -0.5627
C -1.5962 -0.1530 -2.1628
C -0.3717 0.2610 -2.8406
C 0.1104 -1.5901 -1.5030
C -1.3082 -1.3442 -1.4239
C 0.7022 -0.6287 -2.4060
C -2.9842 0.3131 -2.5847
H -3.0524 1.3934 -2.8571
H -3.7779 0.1557 -1.8212
H -3.3540 -0.2324 -3.4934
C -2.3051 -2.2994 -0.9100
H -3.3556 -1.9520 -0.9188
H -2.1301 -2.6145 0.1403
H -2.3084 -3.2581 -1.4696
C 0.8068 -2.8358 -1.0198
H 0.8652 -3.6351 -1.8005
H 0.2934 -3.3159 -0.1583
H 1.8594 -2.6887 -0.6783
C 1.9612 -0.9734 -3.1586
H 1.7077 -1.6557 -4.0092
H 2.7047 -1.5568 -2.5679
H 2.5534 -0.1585 -3.6387
C -0.4702 0.9046 -4.1535
H -0.9640 0.1934 -4.8639
H 0.4868 1.1468 -4.6492
H -1.1166 1.8109 -4.2033
C 0.5136 4.0994 -0.8800
C -0.2372 3.9210 -2.0117
C -0.1070 4.8044 -3.2063
C 1.1931 4.5118 -3.9981
C 2.0622 3.4495 -3.3799
C 2.8044 3.6948 -2.2814
C 2.7755 5.0043 -1.5599
C 1.4875 5.2199 -0.7293
H -0.1282 5.8646 -2.9051
H 1.7690 5.4529 -4.0462
H -0.9968 4.6751 -3.8585
H 1.0243 6.1785 -1.0073
H 0.5199 3.4246 -0.0218
H -0.9520 3.1072 -2.1662
H 1.7471 5.3240 0.3434
H 3.6841 5.1174 -0.9414
H 3.6337 3.0184 -2.0095
H 2.8556 5.8276 -2.2893
H 0.9823 4.2996 -5.0612
H 2.2832 2.5489 -3.9853
P -2.0271 1.2321 0.8646
C -3.3453 -0.0074 1.2205
H -4.0426 0.4160 1.9627
H -2.9902 -0.9675 1.6363
H -3.9444 -0.2370 0.3243
C -1.7399 1.7975 2.5990
H -2.6887 1.9576 3.1043
H -1.1619 2.7327 2.6221
H -1.1709 1.0647 3.1955
C -3.1839 2.5453 0.3537
H -2.7195 3.5422 0.3568
H -4.0362 2.5873 1.0644
H -3.6121 2.3684 -0.6481
P 1.9871 0.5027 0.6290
C 3.4924 -0.1343 -0.2666
H 4.3971 0.2738 0.2265
H 3.5599 0.1025 -1.3352
H 3.5731 -1.2413 -0.2092
C 2.5254 1.8222 1.7975
H 3.0524 2.6433 1.3085
H 3.2289 1.4181 2.5541
H 1.6698 2.2353 2.3716
C 2.4086 -0.7864 1.9081
H 3.4548 -0.7370 2.1843
H 2.1827 -1.7989 1.5599
H 1.8493 -0.6084 2.8370
C 0.5984 -5.4546 1.7855
C 0.8423 -4.2734 2.7041
C -0.3943 -3.4791 3.1165
C -1.4614 -4.3489 3.9737
C -2.3137 -5.4086 3.3238
C -0.0075 -2.4361 4.1363
O 0.3544 -2.6316 5.3165
N -0.1439 -1.1018 3.6665
C -0.1892 -0.7050 2.3344
O 0.2141 0.5048 2.0899
N -0.5375 -1.6319 1.3819
C -1.0822 -2.6960 2.0293
O -2.3079 -2.8201 2.0071
H 0.1740 -6.3013 2.3292
H 1.5608 -5.7987 1.3932
H -0.0473 -5.1925 0.9385
H 1.3737 -4.6265 3.6033
H 1.5332 -3.5842 2.1893
H -0.8996 -4.8103 4.8134
H -2.1647 -3.6469 4.4537
H -1.7527 -6.2632 2.9344
H -2.9841 -5.8139 4.0863
H -2.9452 -5.0118 2.5275
H 0.1628 -0.3810 4.3534
```

**2S+1**: 5
**Electronic energy**: -3653.241165 a.u.
**HOMO energy (spin up / spin down)**: -10.788 / -11.319 eV
**Relative energy (zero: lowest compared OMol25 entry of this formula, charge and spin)**: 0.0 kJ/mol
**Expectation value of S²**: 6.019
**Gap between HOMO and LUMO (spin up / spin down)**: 0.33023 / 0.22513 hartree
**Net charge**: +1
**LUMO (spin up / spin down)**: -1.802 / -5.193 eV


(4)
The following is a quantum chemistry calculation of a structure of composition C32H56N3OP2Tc, from OMol25.

XYZ file:
```
95
Properties=species:S:1:pos:R:3
C 0.2868 2.9882 0.0247
C 1.6193 1.7580 -1.4871
C 1.0334 4.1489 -0.1707
C 2.5379 2.8328 -1.5022
C 2.2272 4.0312 -0.8891
H 0.6472 5.1095 0.2019
H 3.4751 2.6894 -2.0191
H 2.8921 4.8772 -0.9191
N 0.5590 1.8178 -0.5758
P -1.2480 1.3284 1.6373
P 0.3534 -0.5194 -2.4002
C -0.9074 2.9924 0.9903
H -0.7013 3.7096 1.7964
H -1.8001 3.3820 0.4810
C 1.6406 0.7775 -2.4928
H 2.5307 0.7019 -3.1372
C 0.6499 -2.5050 -2.2112
C -0.0238 -0.1224 -4.2862
C -0.1742 1.3512 3.2357
C -3.0467 1.5090 2.2467
C 0.1593 -3.1176 -0.8898
H -0.9002 -2.9258 -0.7137
H 0.2857 -4.2096 -0.9618
H 0.7183 -2.7842 -0.0093
C -0.0079 -3.3647 -3.2926
H -1.0866 -3.1916 -3.3107
H 0.3980 -3.2286 -4.2962
H 0.1395 -4.4253 -3.0350
C 2.1667 -2.5791 -2.2074
H 2.5052 -3.6183 -2.0905
H 2.6570 -2.1530 -3.0897
H 2.4922 -2.0147 -1.3326
C -1.3817 -0.7037 -4.6596
H -2.1316 -0.3922 -3.9234
H -1.6762 -0.2984 -5.6373
H -1.3723 -1.7904 -4.7252
C -0.0884 1.4061 -4.5111
H -0.6865 1.9061 -3.7337
H 0.9054 1.8742 -4.5436
H -0.5679 1.5939 -5.4858
C 1.1149 -0.6974 -5.1149
H 2.0602 -0.2026 -4.8907
H 1.2644 -1.7633 -4.9746
H 0.9223 -0.5319 -6.1807
C -3.2961 0.4090 3.2856
H -4.3664 0.3942 3.5477
H -3.0414 -0.5789 2.8710
H -2.7468 0.5639 4.2199
C -4.0234 1.2704 1.0888
H -3.8844 1.9836 0.2673
H -3.9463 0.2469 0.7006
H -5.0439 1.4096 1.4841
C -3.3784 2.9051 2.7987
H -3.2196 3.6842 2.0457
H -4.4463 2.9079 3.0599
H -2.8289 3.1795 3.6997
C 1.2433 1.7845 2.8440
H 1.2806 2.8298 2.5102
H 1.8933 1.6975 3.7292
H 1.6594 1.1428 2.0581
C -0.1219 -0.0509 3.8547
H 0.2087 -0.8044 3.1346
H 0.6077 -0.0261 4.6797
H -1.0766 -0.3614 4.2883
C -0.6797 2.3217 4.3214
H -0.7598 3.3557 3.9643
H -1.6281 2.0111 4.7745
H 0.0625 2.3228 5.1355
Tc -0.7128 0.0802 -0.3324
C -1.9754 0.9538 -1.3781
O -2.7861 1.4957 -2.0443
N 1.5600 -1.3852 1.4494
C 2.6653 -1.5377 1.8191
C 4.1409 -1.3522 1.5723
C 4.3340 -1.0167 0.0736
C 4.5579 -0.0645 2.2835
C 4.9009 -2.6264 1.9262
H 4.0603 -1.8375 -0.5948
H 3.7592 -0.1269 -0.2323
H 5.4011 -0.8016 -0.0716
H 4.1727 0.0343 3.3145
H 5.6561 -0.0047 2.2785
H 4.1701 0.7788 1.6799
H 5.9753 -2.4512 1.7941
H 4.7068 -2.9267 2.9694
H 4.5910 -3.4533 1.2646
C -5.1418 -2.8568 -0.1169
C -3.9193 -2.9069 0.8143
C -2.9700 -1.8332 0.5491
N -2.0433 -1.2102 0.1919
H -5.6418 -1.8794 -0.0513
H -5.8822 -3.6233 0.1418
H -4.8451 -3.0194 -1.1627
H -4.2407 -2.7992 1.8608
H -3.4019 -3.8744 0.7246
```

**2S+1**: 4
**Electronic energy**: -2254.833615 a.u.
**HOMO energy (spin up / spin down)**: -14.726 / -17.405 eV
**Relative energy (zero: lowest compared OMol25 entry of this formula, charge and spin)**: 330.1 kJ/mol
**Expectation value of S²**: 3.783
**Gap between HOMO and LUMO (spin up / spin down)**: 0.09005 / 0.18682 hartree
**Net charge**: +3
**LUMO (spin up / spin down)**: -12.275 / -12.322 eV


(5)
The following is a quantum chemistry calculation of a cluster of 8 separate species, C32H56N8 in total, from OMol25.

XYZ file:
```
96
Properties=species:S:1:pos:R:3
C -1.9300 2.5230 3.0753
C -2.5164 1.5433 4.1493
C -3.8678 1.8654 4.8220
C -4.2202 3.3287 4.7547
N -4.4868 4.4828 4.7128
H -1.5565 3.4488 3.5128
H -2.5955 2.8134 2.2624
H -1.0362 2.0945 2.6218
H -1.7498 1.3760 4.9059
H -2.6597 0.5695 3.6810
H -3.7908 1.6412 5.8859
H -4.6383 1.2196 4.4009
C 2.3088 -4.8445 -4.9062
C 3.4595 -3.8330 -4.9157
C 3.7166 -3.1026 -3.6456
C 2.6221 -2.4862 -2.9395
N 1.7608 -1.9834 -2.3238
H 2.2405 -5.5732 -4.0985
H 2.2728 -5.5028 -5.7742
H 1.3954 -4.2557 -4.9899
H 3.1934 -3.1074 -5.6843
H 4.4081 -4.2320 -5.2750
H 4.3461 -2.2343 -3.8404
H 4.2452 -3.7454 -2.9417
C -8.2182 -1.5688 0.1563
C -6.8213 -2.0344 0.6287
C -5.7280 -0.9243 0.7723
C -6.2057 0.2167 1.4919
N -6.5272 1.1382 2.0766
H -8.5320 -0.8421 0.9056
H -8.9673 -2.3498 0.2865
H -8.3338 -1.0551 -0.7980
H -6.5185 -2.8631 -0.0114
H -6.9831 -2.4567 1.6205
H -5.3796 -0.4543 -0.1474
H -4.8261 -1.2923 1.2614
C -1.2556 -1.0356 0.7921
C -1.3540 -0.0674 -0.4011
C 0.0336 0.5347 -0.8914
C -0.1018 1.4102 -2.0241
N -0.2367 2.1654 -2.8886
H -2.2578 -1.2593 1.1576
H -0.9268 -0.5783 1.7253
H -0.7674 -1.9969 0.6318
H -1.9000 0.7664 0.0404
H -1.9600 -0.5262 -1.1824
H 0.8468 -0.1510 -1.1295
H 0.2934 1.2259 -0.0897
C -1.8609 -2.9721 6.4210
C -2.2110 -3.9565 5.2853
C -1.5078 -3.5199 3.9689
C -0.0670 -3.4699 3.9848
N 1.1189 -3.4209 3.9077
H -0.8853 -3.2238 6.8369
H -2.4451 -3.0590 7.3371
H -1.8511 -1.9155 6.1535
H -3.2856 -4.1394 5.2769
H -1.8750 -4.9651 5.5262
H -1.8516 -2.5232 3.6923
H -1.7606 -3.9915 3.0193
C 4.9523 -0.4284 -1.7916
C 4.5538 0.6420 -2.8710
C 3.3125 1.4815 -2.7404
C 3.1396 2.1437 -1.5080
N 2.9345 2.6472 -0.4953
H 4.2220 -1.2365 -1.7523
H 4.9651 -0.0336 -0.7756
H 5.9279 -0.9095 -1.8618
H 4.5374 0.1870 -3.8614
H 5.4251 1.2958 -2.9072
H 2.3909 0.9035 -2.8078
H 3.2450 2.3006 -3.4564
C 2.0172 4.5285 -4.1091
C 1.4564 4.3073 -5.5263
C 1.1545 5.6744 -6.3342
C 2.2109 6.5792 -6.8262
N 2.9743 7.2559 -7.2760
H 1.5665 3.9191 -3.3259
H 1.8069 5.5599 -3.8261
H 3.0962 4.3775 -4.0748
H 0.5224 3.7584 -5.4061
H 2.0618 3.6399 -6.1396
H 0.6554 6.3395 -5.6295
H 0.5114 5.5213 -7.2009
C 2.4976 -0.8139 2.4707
C 3.6658 -0.1121 1.7148
C 3.9442 1.2577 2.3061
C 3.9938 1.2466 3.8288
N 4.1263 1.3044 4.9909
H 2.8055 -1.3200 3.3857
H 2.0185 -1.5275 1.8005
H 1.7049 -0.1578 2.8303
H 3.3273 -0.0477 0.6807
H 4.5130 -0.7977 1.6984
H 3.1288 1.9537 2.1091
H 4.8220 1.7094 1.8442
```

**2S+1**: 2
**Electronic energy**: -1690.385384 a.u.
**HOMO energy (spin up / spin down)**: -12.799 / -12.799 eV
**Relative energy (zero: lowest compared OMol25 entry of this formula, charge and spin)**: 207.9 kJ/mol
**Expectation value of S²**: 0.760
**Gap between HOMO and LUMO (spin up / spin down)**: 0.36740 / 0.06464 hartree
**Net charge**: +1
**LUMO (spin up / spin down)**: -2.801 / -11.040 eV